(1)
Molecular formula: C6H9ClO
Method: DFT, the ωB97M-V functional and the def2-TZVPD basis

Output
DFT total energy in eV: -20931.91789

```
! RIJCOSX wB97M-V def2-TZVPD def2/J DEFGRID3
* xyz 0 1
C 0.484 1.552 0.348
C -0.029 0.098 0.331
C 0.543 -0.614 1.411
C 1.031 -0.932 0.014
C -1.467 0.064 -0.297
C -1.773 -1.241 -1.005
H 0.991 1.019 -1.518
H -0.411 2.137 0.803
H 1.283 1.807 1.069
H -0.027 -1.498 1.623
H 1.069 -0.004 2.153
H 0.817 -1.885 -0.281
H -2.205 1.300 -0.336
H -1.030 -2.107 -1.306
H -2.759 -1.161 -1.434
O 0.805 2.039 -0.959
Cl 2.676 -0.574 -0.615
*
```



(2)
Molecular formula: C6H9ClS
Method: DFT, the ωB97M-V functional and the def2-TZVPD basis

Output
DFT total energy in eV: -29724.36112

```
! RIJCOSX wB97M-V def2-TZVPD def2/J DEFGRID3
* xyz 0 1
C -0.320 0.947 0.431
C -0.500 1.556 -1.029
C 0.392 0.386 -1.450
C -0.038 -0.427 -0.201
C 0.867 -1.281 0.579
C 0.464 -2.448 1.050
H -1.152 2.262 2.258
H 0.655 1.291 0.851
H -0.185 2.590 -1.268
H -1.535 1.367 -1.373
H 1.420 0.691 -1.364
H -1.004 -0.918 -0.401
H 1.845 -0.927 0.817
H -0.555 -2.865 0.851
H 1.081 -3.111 1.642
S -1.639 1.169 1.675
Cl 0.202 -0.283 -3.070
*
```



(3)
Molecular formula: C6H9CsMgO7
Method: DFT, the ωB97M-V functional and the def2-TZVPD basis

Output
DFT total energy in eV: -26689.04066

```
! RIJCOSX wB97M-V def2-TZVPD def2/J DEFGRID3
* xyz 1 2
O 1.128 2.101 -0.812
C 2.389 1.955 -0.673
O 2.880 2.046 0.483
Mg 0.997 2.244 1.253
O 3.086 1.748 -1.752
C 3.677 0.449 -1.981
C 2.811 -0.662 -1.435
H 4.682 0.442 -1.541
H 3.766 0.390 -3.071
H 3.185 -0.945 -0.442
H 2.854 -1.547 -2.083
C -3.893 -1.689 2.042
C -2.589 -1.190 1.537
O -2.450 0.165 1.647
C -1.533 0.842 0.931
O -1.563 0.792 -0.303
O -0.681 1.423 1.664
O -4.347 -2.713 1.185
Cs -0.532 1.984 -2.675
H -4.627 -0.858 2.082
H -3.764 -2.051 3.078
H 1.735 -0.373 -1.307
H -5.300 -2.799 1.276
H -1.911 -1.753 0.897
*
```



(4)
Molecular formula: C6H9CuMgO5
Method: DFT, the ωB97M-V functional and the def2-TZVPD basis

Output
DFT total energy in eV: -66684.31778

```
! RIJCOSX wB97M-V def2-TZVPD def2/J DEFGRID3
* xyz 0 3
O 2.528 1.269 0.585
C 2.695 -0.099 0.702
C 2.361 -0.795 -0.571
O 1.360 -0.148 -1.319
Cu 0.777 1.442 -0.284
H 3.690 -0.400 1.076
H 3.250 -0.896 -1.216
O -1.059 -1.702 -0.519
C -0.424 -1.802 0.656
C -0.323 -0.731 1.573
O -0.535 0.580 1.077
C -1.886 1.008 0.802
C -1.807 1.885 -0.400
O -0.982 1.467 -1.376
Mg -0.483 -0.432 -1.846
H -0.514 -2.779 1.162
H -0.699 -0.851 2.589
H -2.301 1.533 1.674
H -2.477 0.092 0.624
H -2.604 2.595 -0.636
H 1.626 -0.573 1.581
H 1.557 -1.787 -0.034
*
```



(5)
Molecular formula: C6H9CuO4P
Method: DFT, the ωB97M-V functional and the def2-TZVPD basis

Output
DFT total energy in eV: -68466.99690

```
! RIJCOSX wB97M-V def2-TZVPD def2/J DEFGRID3
* xyz 2 2
O 4.248 -3.491 -2.366
C 3.309 -2.947 -2.042
Cu 1.031 -1.638 -1.308
C 0.397 -3.265 -0.736
C 0.713 -1.420 -3.139
O -0.041 -4.217 -0.263
O 0.450 -0.982 -4.172
C -0.875 2.789 0.753
P -0.451 1.009 0.572
C 0.631 0.837 1.995
C -2.103 0.313 0.540
O 0.309 0.623 -0.710
H -1.730 2.862 1.464
H -1.132 3.234 -0.205
H -0.018 3.332 1.209
H 0.215 1.312 2.902
H 0.866 -0.209 2.208
H 1.562 1.352 1.739
H -2.313 -0.031 -0.473
H -2.218 -0.537 1.212
H -2.850 1.075 0.818
*
```



(6)
Molecular formula: C6H9F
Method: DFT, the ωB97M-V functional and the def2-TZVPD basis

Output
DFT total energy in eV: -9079.61166

```
! RIJCOSX wB97M-V def2-TZVPD def2/J DEFGRID3
* xyz 0 1
C 0.924 0.298 0.111
C -0.316 1.967 1.607
C 0.162 0.718 1.440
C 0.237 -1.082 -0.369
C -0.863 -0.742 0.560
C -0.182 -1.229 -1.840
F -1.926 -0.188 -0.163
H 0.611 0.981 -0.751
H 1.902 0.053 0.279
H -0.562 2.211 2.571
H -0.459 2.533 0.650
H 0.561 0.359 2.335
H 0.924 -1.830 0.142
H 0.742 -1.440 -2.382
H -0.826 -0.418 -2.356
H -0.930 -2.192 -1.835
*
```



(7)
Molecular formula: C6H9F
Method: DFT, the ωB97M-V functional and the def2-TZVPD basis

Output
DFT total energy in eV: -9078.09025

```
! RIJCOSX wB97M-V def2-TZVPD def2/J DEFGRID3
* xyz 0 3
C -0.973 -1.294 -0.182
C -0.260 -1.013 0.882
C -1.256 -0.144 -1.144
C 0.305 0.372 0.930
C -0.498 1.028 -0.523
C 1.748 0.311 0.473
F -1.281 2.053 -0.206
H -1.269 -2.363 -0.224
H -0.098 -1.768 1.522
H -0.857 -0.546 -2.190
H -2.311 -0.145 -1.107
H 0.027 1.138 1.830
H 0.220 1.559 -1.280
H 2.196 1.208 0.479
H 1.866 -0.121 -0.454
H 2.442 -0.275 1.193
*
```



(8)
Molecular formula: C6H9F2P
Method: DFT, the ωB97M-V functional and the def2-TZVPD basis

Output
DFT total energy in eV: -21085.84065

```
! RIJCOSX wB97M-V def2-TZVPD def2/J DEFGRID3
* xyz 0 1
C 0.196 0.223 0.018
C -0.181 1.888 -1.814
C -0.672 0.987 -0.946
C -0.156 -0.615 0.983
C -1.269 2.488 -2.639
C 1.370 -1.639 2.315
F -1.977 0.832 -0.766
F -1.322 -0.957 1.453
P 1.051 -3.340 1.734
H 1.318 0.358 -0.084
H 0.792 2.062 -2.069
H -0.937 3.001 -3.420
H -1.916 1.794 -2.970
H -1.950 3.294 -2.048
H 2.182 -1.245 1.842
H 0.881 -1.404 3.180
H 0.289 -3.800 2.958
H 2.302 -3.928 2.274
*
```